# C72H180N12O24

12 unconnected molecules or ions with the total composition C72H180N12O24 at a distorted geometry (ωB97M-V/def2-TZVPD, the OMol25 dataset).

Geometry as ORCA input:
```
! wB97M-V def2-TZVPD RIJCOSX def2/J DEFGRID3
* xyz 0 1
C 17.34083 -6.03736 18.66042
O 17.03548 -6.48313 19.97171
C 17.12996 -7.92636 20.05078
C 17.07927 -8.44571 21.48591
N 15.71098 -8.62357 22.01764
C 15.43999 -8.03176 23.34122
C 15.48558 -6.49249 23.30516
O 14.53826 -5.82301 24.15692
C 14.74952 -4.39429 24.29171
H 18.39444 -6.25549 18.48605
H 17.31736 -4.95161 18.75382
H 16.71778 -6.30111 17.80582
H 18.10833 -8.32928 19.78895
H 16.41699 -8.35867 19.34874
H 17.70986 -7.96422 22.23333
H 17.58813 -9.40413 21.38302
H 14.95660 -8.56123 21.34898
H 16.13783 -8.45169 24.06563
H 14.44033 -8.32321 23.66345
H 15.42132 -5.98886 22.34063
H 16.50948 -6.24818 23.58808
H 13.99734 -3.93562 24.93354
H 14.59403 -3.84176 23.36508
H 15.66451 -4.11664 24.81496
C 6.50000 -6.28351 23.65932
O 5.52564 -7.26992 23.89129
C 5.75188 -7.91382 25.17620
C 4.59048 -8.93702 25.42688
N 4.17107 -9.65114 24.21558
C 5.18176 -10.65868 23.85427
C 4.72849 -11.36891 22.61490
O 4.46252 -10.53206 21.49329
C 4.45727 -11.27854 20.23474
H 6.39009 -5.74550 22.71774
H 7.47821 -6.73590 23.49639
H 6.56583 -5.59820 24.50438
H 5.81166 -7.20588 26.00284
H 6.69970 -8.44619 25.09660
H 3.81344 -8.30478 25.85653
H 4.94404 -9.64519 26.17628
H 4.18225 -9.05505 23.40032
H 5.28899 -11.36199 24.68008
H 6.17015 -10.24219 23.66005
H 3.80746 -11.93798 22.74119
H 5.38116 -12.22707 22.45465
H 3.78429 -12.13033 20.33298
H 5.41418 -11.74501 20.00057
H 4.26579 -10.61614 19.39054
C 13.19932 -12.27950 9.89606
O 13.71464 -12.03706 8.54662
C 12.67353 -11.76880 7.62602
C 13.37017 -11.38188 6.36382
N 14.19042 -12.50592 5.99662
C 14.84330 -12.50102 4.69923
C 16.01030 -13.50261 4.84245
O 16.79353 -13.24842 6.04186
C 17.73435 -14.22966 6.29996
H 12.62275 -13.20331 9.84874
H 12.52971 -11.48387 10.22270
H 13.97587 -12.51860 10.62262
H 11.96273 -10.97931 7.87005
H 12.04136 -12.65203 7.53450
H 14.00356 -10.50413 6.49217
H 12.72308 -11.16357 5.51429
H 14.73682 -12.59519 6.84135
H 15.24636 -11.55010 4.35081
H 14.14442 -12.97595 4.01067
H 16.71186 -13.58433 4.01226
H 15.61450 -14.51581 4.77276
H 17.10301 -14.90863 6.87311
H 18.61328 -13.91507 6.86265
H 18.18192 -14.67565 5.41178
C 11.54119 1.26305 18.45805
O 11.14054 2.58227 18.18926
C 10.38189 3.22664 19.17344
C 10.13716 4.68494 18.70765
N 11.31647 5.56891 18.99521
C 11.02211 6.95518 18.70221
C 12.32011 7.77171 18.72736
O 12.85534 7.53805 17.42477
C 13.89102 8.45693 17.09803
H 12.40771 1.04163 17.83498
H 10.63638 0.69501 18.24181
H 11.76255 1.24889 19.52524
H 10.98341 3.18157 20.08130
H 9.39760 2.77081 19.28068
H 9.29489 5.06501 19.28578
H 9.74997 4.72907 17.68969
H 12.04647 5.31841 18.34371
H 10.37541 7.29422 19.51150
H 10.61489 7.16814 17.71382
H 13.02368 7.37691 19.46032
H 12.16994 8.83103 18.93565
H 14.52325 8.07089 16.29842
H 14.62675 8.52702 17.89921
H 13.64326 9.47199 16.78760
C 5.16465 -6.29361 14.61654
O 6.01254 -5.76272 13.60088
C 5.75686 -6.25808 12.27757
C 6.74178 -5.74176 11.18700
N 6.66163 -6.53410 9.99331
C 5.51121 -6.26044 9.12655
C 5.63897 -7.12339 7.86749
O 6.79621 -6.80995 7.13072
C 6.86899 -5.59655 6.43998
H 5.54879 -5.90857 15.56114
H 5.22442 -7.37935 14.54121
H 4.11998 -5.98249 14.61593
H 4.71551 -6.05202 12.03013
H 5.80832 -7.34310 12.18704
H 7.72302 -5.99116 11.59079
H 6.72036 -4.65367 11.12589
H 7.50684 -6.35022 9.47186
H 5.47423 -5.21788 8.81062
H 4.54988 -6.49132 9.58549
H 4.76077 -7.01497 7.23100
H 5.61742 -8.14760 8.23981
H 7.80102 -5.45861 5.89192
H 6.51542 -4.71492 6.97459
H 6.10693 -5.62420 5.66113
C 10.62963 -21.10029 22.39337
O 10.87503 -20.31518 21.30610
C 10.37209 -20.93558 20.08059
C 10.55338 -20.11410 18.84759
N 11.85819 -19.50168 18.72689
C 12.93847 -20.36824 18.41823
C 14.29175 -19.63417 18.53338
O 14.34237 -18.93071 19.81263
C 15.20035 -17.79111 19.81013
H 10.69349 -20.49217 23.29570
H 11.34256 -21.91036 22.54709
H 9.63429 -21.54457 22.39680
H 9.31524 -21.16361 20.21906
H 10.85977 -21.89174 19.89076
H 9.91234 -19.23657 18.93189
H 10.18532 -20.58780 17.93750
H 12.20290 -19.06153 19.56806
H 12.78685 -20.72589 17.39981
H 13.02956 -21.22416 19.08696
H 14.43672 -18.94671 17.70003
H 15.04130 -20.41979 18.43818
H 14.92087 -17.08192 20.58926
H 15.12733 -17.30543 18.83705
H 16.23189 -18.12943 19.90791
C 16.90264 -11.23977 28.83289
O 15.88912 -11.30217 29.82497
C 16.04949 -10.22433 30.82234
C 14.79797 -10.12487 31.72079
N 13.55580 -10.44274 30.97987
C 12.96789 -9.28065 30.30678
C 12.11310 -8.36140 31.23556
O 10.86990 -8.99551 31.36189
C 9.95997 -8.26699 32.13482
H 17.83440 -11.73460 29.10688
H 17.07137 -10.24097 28.43035
H 16.42242 -11.77149 28.01145
H 16.07152 -9.30685 30.23426
H 16.98715 -10.35735 31.36199
H 14.77037 -9.22300 32.33232
H 14.91222 -10.96851 32.40145
H 13.84934 -11.06062 30.23679
H 12.30624 -9.64924 29.52290
H 13.78463 -8.62898 29.99632
H 12.01352 -7.38951 30.75226
H 12.52845 -8.23877 32.23584
H 9.50941 -7.48397 31.52494
H 10.29753 -7.88453 33.09808
H 9.14133 -8.94763 32.36863
C 14.49652 -25.27148 41.35485
O 14.82692 -24.71417 40.10073
C 16.17527 -24.18896 39.88164
C 16.30474 -23.72843 38.43124
N 16.65662 -24.82986 37.59132
C 16.56477 -24.41578 36.17828
C 16.85012 -25.70030 35.24702
O 17.04954 -25.31178 33.93916
C 16.03714 -24.53705 33.37575
H 14.65453 -24.45443 42.05880
H 15.10032 -26.14662 41.59493
H 13.46750 -25.62076 41.43989
H 16.90863 -24.96967 40.08353
H 16.42726 -23.37413 40.56036
H 17.05365 -22.93645 38.43040
H 15.33083 -23.34434 38.12779
H 16.04215 -25.60311 37.80255
H 17.17803 -23.56191 35.89034
H 15.49959 -24.19659 36.10438
H 15.94016 -26.29950 35.21513
H 17.69146 -26.28693 35.61595
H 15.17086 -25.12038 33.06372
H 16.39799 -24.19318 32.40639
H 15.72574 -23.64955 33.92664
C 25.62041 -17.34082 35.78231
O 24.34168 -17.55287 36.25563
C 23.99471 -18.94820 36.17567
C 22.65659 -19.10313 36.85624
N 21.52417 -19.31826 35.93484
C 20.99164 -18.09379 35.39920
C 19.63073 -18.14468 34.73123
O 18.67011 -18.51132 35.78359
C 17.35436 -18.56838 35.15922
H 25.93317 -16.30665 35.92647
H 25.65731 -17.47394 34.70110
H 26.35831 -17.95210 36.30186
H 24.72802 -19.58120 36.67533
H 23.90400 -19.29987 35.14795
H 22.53083 -18.22893 37.49504
H 22.62196 -19.83520 37.66307
H 20.82028 -19.76253 36.50691
H 21.72851 -17.67243 34.71540
H 20.79689 -17.41172 36.22682
H 19.63336 -18.94104 33.98698
H 19.39957 -17.22183 34.19923
H 17.02111 -17.55185 34.95016
H 16.59718 -18.96222 35.83720
H 17.26780 -19.28395 34.34158
C 8.51735 -14.98158 34.03498
O 7.26958 -15.44078 33.41526
C 7.13193 -15.28844 32.01897
C 8.17522 -15.86307 31.10182
N 7.99423 -17.29519 30.84944
C 8.08672 -18.04788 32.07007
C 7.76573 -19.58657 31.93316
O 8.83310 -20.10662 31.19799
C 8.70490 -21.48081 30.87475
H 8.76422 -13.97356 33.70172
H 9.27026 -15.70202 33.71534
H 8.41204 -15.04467 35.11805
H 7.17007 -14.23270 31.75050
H 6.17637 -15.75096 31.77185
H 9.19436 -15.71023 31.45693
H 8.07023 -15.39853 30.12138
H 8.72549 -17.66628 30.25981
H 7.32612 -17.82715 32.81899
H 9.06864 -17.90982 32.52271
H 6.81029 -19.75838 31.43747
H 7.64244 -20.04892 32.91251
H 8.81125 -22.01043 31.82148
H 9.50494 -21.76026 30.18922
H 7.77203 -21.71236 30.36071
C 13.00367 -15.90243 26.25221
O 12.27776 -15.72725 25.05499
C 12.13417 -14.39509 24.52346
C 11.26843 -14.57202 23.21094
N 11.24176 -13.25463 22.51920
C 10.98761 -13.39920 21.04279
C 10.76366 -11.94622 20.48831
O 11.99965 -11.15588 20.29520
C 11.81118 -9.82622 19.76251
H 12.58747 -15.37329 27.10947
H 13.97596 -15.41469 26.18259
H 13.08769 -16.96953 26.45797
H 13.14080 -14.11692 24.21136
H 11.73611 -13.61759 25.17550
H 10.23799 -14.81388 23.47131
H 11.73190 -15.27836 22.52218
H 12.05876 -12.70801 22.75119
H 10.11314 -14.03291 20.89505
H 11.75842 -13.96615 20.52075
H 10.09231 -11.32195 21.07796
H 10.36285 -11.99664 19.47594
H 11.10176 -9.64885 18.95420
H 12.77275 -9.41013 19.46191
H 11.51160 -9.28265 20.65856
C 21.69023 -19.84703 27.29368
O 21.73117 -20.57650 28.55944
C 22.95835 -21.30973 28.76013
C 23.36329 -21.40381 30.27612
N 24.35108 -22.46454 30.63472
C 25.75656 -22.25750 30.09781
C 26.84149 -23.06710 30.87843
O 26.92144 -22.49645 32.15169
C 28.06965 -22.84857 32.91809
H 22.00296 -20.42948 26.42705
H 22.26575 -18.92257 27.34113
H 20.64712 -19.54991 27.18527
H 23.87124 -20.79086 28.46770
H 23.00716 -22.29216 28.29050
H 22.43270 -21.65815 30.78350
H 23.73795 -20.45499 30.66015
H 24.27085 -22.70851 31.61152
H 26.05122 -21.21416 30.21065
H 25.79357 -22.46192 29.02779
H 27.78818 -22.93751 30.35395
H 26.66285 -24.13264 31.02270
H 28.17118 -22.18346 33.77566
H 28.97114 -22.65788 32.33580
H 28.02165 -23.91266 33.14940
*
```

The value obtained for the relative energy (zero: lowest compared OMol25 entry of this formula, charge and spin) is 818.7 kJ/mol. The LUMO energy is 0.402 eV.

Mulliken atomic charge list, values in e, 99 entries:
1 C -0.802
2 O -0.238
3 C -0.453
4 C -0.785
5 N -0.160
6 C -0.922
7 C -0.089
8 O -0.388
9 C -0.791
10 H 0.327
11 H 0.251
12 H 0.299
13 H 0.327
14 H 0.338
15 H 0.342
16 H 0.358
17 H 0.239
18 H 0.251
19 H 0.386
20 H 0.302
21 H 0.313
22 H 0.277
23 H 0.312
24 H 0.312
25 C -0.776
26 O -0.311
27 C -0.617
28 C -0.686
29 N -0.427
30 C -0.405
31 C -0.793
32 O -0.317
33 C -0.740
34 H 0.266
35 H 0.314
36 H 0.297
37 H 0.485
38 H 0.347
39 H 0.382
40 H 0.329
41 H 0.351
42 H 0.356
43 H 0.240
44 H 0.383
45 H 0.478
46 H 0.303
47 H 0.294
48 H 0.246
49 C -0.786
50 O -0.363
51 C -0.560
52 C -0.787
53 N -0.272
54 C -0.600
55 C -0.705
56 O -0.350
57 C -0.736
58 H 0.329
59 H 0.290
60 H 0.255
61 H 0.460
62 H 0.331
63 H 0.316
64 H 0.427
65 H 0.372
66 H 0.367
67 H 0.303
68 H 0.511
69 H 0.365
70 H 0.322
71 H 0.224
72 H 0.286
73 C -0.656
74 O -0.292
75 C -0.566
76 C -0.740
77 N -0.360
78 C -0.594
79 C -0.634
80 O -0.287
81 C -0.836
82 H 0.208
83 H 0.256
84 H 0.294
85 H 0.364
86 H 0.365
87 H 0.440
88 H 0.361
89 H 0.244
90 H 0.440
91 H 0.275
92 H 0.348
93 H 0.467
94 H 0.275
95 H 0.326
96 H 0.299
97 C -0.691
98 O -0.337
99 C -0.539

***

# C72H47Cl5F3N6O4PbSb

A molecular structure, C72H47Cl5F3N6O4PbSb (ωB97M-V/def2-TZVPD, the OMol25 dataset).

Geometry as ORCA input:
```
! wB97M-V def2-TZVPD RIJCOSX def2/J DEFGRID3
* xyz -2 1
Pb 0.34336 1.54650 1.37737
O -0.47433 -2.52925 -1.98675
C 0.79118 -2.63036 -2.42672
C 1.00925 -3.05281 -3.73939
C 2.29679 -3.16529 -4.23243
C 3.38835 -2.86903 -3.42188
C 3.17223 -2.43195 -2.12209
C 1.88513 -2.29294 -1.60649
C 1.63616 -1.69386 -0.23887
O 0.46500 -1.89512 0.27595
N 2.63802 -1.01530 0.23457
N 2.41317 -0.23087 1.35885
C 3.32945 -0.28637 2.24204
C 3.29278 0.40020 3.53555
C 4.47476 0.89371 4.08505
C 4.51158 1.46423 5.34701
C 3.33777 1.46839 6.10870
C 2.16131 0.95005 5.60859
C 2.06316 0.46399 4.27364
O 0.94214 0.08603 3.76596
H -0.37572 -2.30335 -1.00941
H 0.14780 -3.27956 -4.35740
H 2.45070 -3.48645 -5.25663
H 4.39802 -2.96276 -3.80532
H 3.99575 -2.16154 -1.47382
H 4.16891 -0.96486 2.05833
H 5.38161 0.85928 3.48474
H 5.43045 1.88621 5.73561
H 3.35053 1.88461 7.11215
H 1.25342 0.95939 6.20195
C -2.62770 -1.63315 -12.67900
O -3.59024 -1.71732 -11.64756
C -3.16739 -1.42707 -10.38726
C -1.85363 -1.11945 -10.05491
C -1.52227 -0.84544 -8.73519
C -2.48084 -0.87216 -7.72975
C -3.79535 -1.18193 -8.08223
C -4.13661 -1.45730 -9.39269
C -2.07600 -0.57476 -6.34961
N -0.84270 -0.35261 -5.96581
C -0.91862 -0.09359 -4.61678
C -2.21577 -0.15770 -4.18657
N -2.95217 -0.46902 -5.30513
C -2.60435 0.09949 -2.83827
C -3.91836 0.01768 -2.36431
C -4.18078 0.29090 -1.04509
C -3.11100 0.66511 -0.22728
N -1.87027 0.75074 -0.65789
C -1.58529 0.46749 -1.93439
C -0.18521 0.54131 -2.37115
N 0.76911 0.87144 -1.47525
C 2.02505 0.87585 -1.87404
C 2.43661 0.57538 -3.17434
C 1.48197 0.25690 -4.10136
C 0.14171 0.23712 -3.70534
H -3.15569 -1.84229 -13.60539
H -1.83024 -2.36976 -12.54681
H -2.18587 -0.63435 -12.73561
H -1.07903 -1.09007 -10.81030
H -0.50250 -0.60821 -8.46066
H -4.57211 -1.22097 -7.32708
H -5.15687 -1.70231 -9.66571
H -3.94912 -0.57180 -5.34743
H -4.71997 -0.26749 -3.03825
H -5.18197 0.22189 -0.64018
H -3.27279 0.90281 0.82143
H 2.76489 1.12255 -1.12177
H 3.48914 0.58837 -3.42567
H 1.72672 0.00773 -5.12648
Cl -2.48450 3.37265 1.92686
C -1.51626 4.42621 0.90988
C -0.42652 3.87255 0.25361
C 0.17191 4.74005 -0.65758
Cl 1.48159 4.17655 -1.67541
C -0.21810 6.07191 -0.84240
Cl 0.59214 7.10916 -1.97528
C -1.27911 6.58421 -0.10336
Cl -1.78917 8.22484 -0.31051
C -1.94782 5.74374 0.77939
Cl -3.29943 6.35120 1.68037
F -4.13639 -6.05462 -0.46209
C -3.43289 -5.11486 0.22593
C -3.25114 -3.87319 -0.33878
C -2.52780 -2.92623 0.38174
C -1.98135 -3.20993 1.63363
C -2.19966 -4.48246 2.16113
C -2.92880 -5.44318 1.46783
Sb -0.85865 -1.62184 2.65728
C -2.23188 -1.96010 4.36105
C -3.39612 -1.18767 4.33365
C -4.38556 -1.30622 5.30546
C -4.18804 -2.21622 6.32240
F -5.14119 -2.34214 7.28503
C -3.05729 -2.99921 6.40089
C -2.08329 -2.86079 5.41441
C 0.68354 -2.94152 3.35694
C 1.22535 -3.91050 2.51457
C 2.36200 -4.62684 2.87871
C 2.94375 -4.35587 4.09757
F 4.06054 -5.04283 4.45564
C 2.43627 -3.41454 4.96842
C 1.30283 -2.70643 4.58636
H -3.64397 -3.65909 -1.32613
H -2.37358 -1.94386 -0.05527
H -1.79608 -4.73664 3.13707
H -3.10715 -6.43233 1.87345
H -3.53804 -0.46832 3.52844
H -5.28683 -0.70508 5.28642
H -2.94780 -3.69765 7.22234
H -1.18770 -3.47258 5.47645
H 0.76786 -4.09715 1.54880
H 2.80095 -5.36877 2.22342
H 2.93417 -3.22322 5.91088
H 0.91779 -1.93532 5.24351
C 5.78799 3.82772 0.31907
C 5.86834 4.43523 1.56701
C 4.78205 4.40266 2.42798
C 3.58895 3.75101 2.09008
C 3.54233 3.13039 0.83950
C 4.61328 3.17578 -0.03628
C 2.48383 3.76684 3.06287
C 1.26375 3.21071 2.98781
C 0.40111 3.45759 4.18678
C 0.45072 4.66458 4.90254
C -0.29228 4.86658 6.05866
C -1.12828 3.86828 6.54200
C -1.23917 2.68515 5.82192
C -0.50598 2.49841 4.65964
H 6.62478 3.86475 -0.36908
H 6.78336 4.93208 1.86954
H 4.84726 4.89123 3.39567
H 2.64273 2.60749 0.55119
H 4.53215 2.71011 -1.01366
H 2.77642 4.27577 3.98602
H 1.06785 5.47451 4.53276
H -0.21583 5.81198 6.58709
H -1.69242 4.01501 7.45700
H -1.89331 1.89224 6.16938
H -0.60142 1.55308 4.14407
*
```

The LUMO energy is 2.804 eV.

Mulliken atomic charge list, values in e, 99 entries:
1 Pb 1.560
2 O -0.567
3 C 0.041
4 C -0.388
5 C -0.534
6 C -0.788
7 C -0.410
8 C 0.049
9 C -0.117
10 O 1.710
11 N -1.002
12 N 2.444
13 C -1.716
14 C 0.362
15 C -0.178
16 C -0.882
17 C -0.577
18 C -0.607
19 C -0.150
20 O -1.022
21 H -0.226
22 H 0.413
23 H 0.381
24 H 0.391
25 H 0.393
26 H 0.269
27 H 0.408
28 H 0.349
29 H 0.368
30 H 0.376
31 C -0.848
32 O -0.475
33 C 1.024
34 C -0.428
35 C -0.832
36 C 0.157
37 C -0.497
38 C -0.707
39 C 0.118
40 N -0.820
41 C 1.056
42 C -0.236
43 N -0.076
44 C 1.747
45 C -0.921
46 C -1.103
47 C -0.396
48 N 0.925
49 C -0.798
50 C -0.963
51 N 1.082
52 C -0.432
53 C -1.219
54 C -0.785
55 C 0.581
56 H 0.240
57 H 0.332
58 H 0.343
59 H 0.366
60 H 0.468
61 H 0.263
62 H 0.399
63 H 0.182
64 H 0.326
65 H 0.482
66 H 0.008
67 H -0.113
68 H 0.548
69 H 0.475
70 Cl -0.299
71 C 1.263
72 C -1.536
73 C 0.681
74 Cl -0.218
75 C -0.274
76 Cl -0.241
77 C 0.536
78 Cl -0.244
79 C -0.358
80 Cl -0.235
81 F -0.390
82 C 0.129
83 C -0.586
84 C 0.357
85 C 0.025
86 C -0.224
87 C -0.986
88 Sb 0.797
89 C 0.414
90 C -0.605
91 C -0.684
92 C 0.401
93 F -0.375
94 C -0.784
95 C -0.268
96 C 0.820
97 C -0.613
98 C -0.771
99 C 0.369

***

The records above give, respectively, electronic energy values of -144579.037, -175109.818 eV.